No. 1
This record from OMol25 describes a 7-piece molecular cluster, C46H108F6N6O3P overall in a non-equilibrium geometry. The level of theory is ωB97M-V/def2-TZVPD.

The calculation puts the total energy at -3310.54906 Eh. As for the lowest unoccupied orbital energy: -10.6 eV. As for the net charge: +5. The value obtained for the HOMO-LUMO gap is 0.306 Eh.

Cartesian coordinates (Å):
C -15.196 -15.039 8.008
C -14.995 -13.534 8.102
O -13.937 -12.916 8.229
N -16.262 -12.717 7.741
H -15.950 -11.757 7.737
H -16.456 -12.974 6.784
C -17.484 -12.806 8.702
H -15.633 -15.463 8.913
H -14.250 -15.575 8.086
H -15.697 -15.403 7.110
H -17.214 -12.221 9.581
H -17.515 -13.881 8.877
H -18.319 -12.315 8.202
C -10.001 -8.925 9.750
N -9.876 -9.254 8.248
C -8.457 -8.796 7.972
C -9.939 -10.792 8.009
C -10.885 -8.474 7.379
C -12.389 -8.372 7.901
O -12.968 -9.647 8.004
H -9.999 -7.835 9.708
H -9.233 -9.323 10.413
H -10.968 -9.137 10.207
H -8.371 -7.757 8.292
H -8.235 -9.192 6.981
H -7.801 -9.396 8.602
H -10.944 -11.168 8.202
H -9.222 -11.361 8.601
H -9.624 -10.865 6.969
H -10.820 -8.781 6.335
H -10.537 -7.442 7.423
H -12.909 -7.764 7.161
H -12.504 -7.936 8.893
H -13.883 -9.605 7.716
C -16.476 -6.098 11.338
N -17.831 -5.330 11.150
C -18.246 -5.380 9.674
C -18.768 -6.113 12.005
C -17.669 -3.879 11.659
C -16.597 -2.942 11.003
O -16.831 -2.796 9.659
H -15.692 -5.656 10.723
H -16.591 -7.134 11.019
H -16.112 -6.000 12.360
H -17.330 -5.098 9.156
H -18.968 -4.570 9.577
H -18.508 -6.408 9.424
H -19.786 -5.782 11.800
H -18.613 -6.019 13.080
H -18.515 -7.132 11.711
H -17.285 -4.026 12.668
H -18.641 -3.387 11.621
H -15.602 -3.344 11.195
H -16.468 -1.970 11.480
H -16.021 -2.372 9.366
C -18.258 -5.727 -1.938
C -16.873 -6.303 -1.677
C -16.632 -6.336 -0.135
C -15.780 -7.612 0.277
N -15.234 -7.547 1.713
C -16.382 -7.459 2.782
C -15.841 -7.770 4.128
C -14.882 -8.945 3.741
C -14.606 -8.907 2.221
C -14.240 -6.324 1.845
C -13.179 -6.034 0.668
C -12.404 -4.792 0.750
H -18.334 -5.682 -3.024
H -18.446 -4.726 -1.550
H -18.977 -6.470 -1.591
H -16.091 -5.694 -2.129
H -17.047 -7.271 -2.147
H -17.554 -6.419 0.440
H -16.242 -5.355 0.137
H -14.896 -7.751 -0.345
H -16.413 -8.498 0.237
H -16.853 -6.481 2.880
H -17.178 -8.196 2.674
H -15.408 -6.840 4.497
H -16.617 -7.911 4.880
H -13.974 -8.853 4.337
H -15.467 -9.829 3.995
H -13.539 -8.906 2.000
H -15.120 -9.689 1.662
H -13.733 -6.467 2.800
H -14.925 -5.494 2.016
H -13.598 -6.173 -0.329
H -12.287 -6.657 0.734
H -11.713 -4.599 -0.070
H -11.740 -4.789 1.615
H -13.078 -3.937 0.789
C -25.115 -9.887 9.760
C -25.083 -9.786 11.346
C -23.882 -10.451 12.059
C -22.584 -9.704 11.713
N -21.312 -10.438 12.238
C -20.090 -9.580 11.750
C -18.995 -10.751 11.519
C -19.660 -12.097 11.681
C -21.157 -11.815 11.540
C -21.221 -10.546 13.816
C -21.465 -9.171 14.548
C -20.920 -9.236 15.992
H -26.146 -9.923 9.409
H -24.616 -10.784 9.393
H -24.627 -8.997 9.360
H -26.004 -10.256 11.691
H -25.101 -8.730 11.614
H -23.922 -11.487 11.724
H -24.056 -10.544 13.131
H -22.596 -8.743 12.226
H -22.423 -9.673 10.635
H -19.633 -8.867 12.436
H -20.222 -8.971 10.856
H -18.112 -10.545 12.125
H -18.841 -10.734 10.440
H -19.383 -12.607 12.604
H -19.350 -12.872 10.979
H -21.882 -12.597 11.764
H -21.269 -11.625 10.472
H -20.248 -10.953 14.090
H -21.873 -11.338 14.186
H -22.525 -8.931 14.623
H -21.020 -8.342 13.998
H -19.913 -9.653 15.999
H -21.552 -9.838 16.645
H -20.928 -8.206 16.348
C -12.828 -11.361 17.819
C -12.629 -12.223 16.479
C -12.860 -11.512 15.110
C -12.866 -12.489 13.879
N -12.905 -11.758 12.473
C -14.296 -11.119 12.072
C -13.972 -9.746 11.537
C -12.820 -9.358 12.395
C -11.940 -10.553 12.323
C -12.615 -12.731 11.316
C -11.151 -13.388 11.209
C -10.818 -14.246 9.920
H -12.059 -10.589 17.860
H -12.921 -12.055 18.655
H -13.642 -10.723 17.474
H -13.087 -13.206 16.594
H -11.566 -12.462 16.450
H -12.194 -10.663 14.953
H -13.837 -11.045 15.228
H -13.504 -13.366 13.988
H -11.858 -12.881 13.746
H -14.980 -11.772 11.529
H -14.752 -10.821 13.016
H -13.822 -9.621 10.465
H -14.765 -9.009 11.665
H -12.240 -8.487 12.089
H -13.129 -9.338 13.440
H -11.343 -10.650 11.417
H -11.287 -10.696 13.184
H -12.782 -12.256 10.349
H -13.363 -13.509 11.470
H -10.715 -13.726 12.149
H -10.393 -12.605 11.180
H -11.561 -15.038 10.019
H -9.831 -14.628 10.179
H -10.841 -13.694 8.980
P -16.568 -8.961 8.415
F -17.283 -7.806 7.558
F -17.645 -8.730 9.610
F -17.470 -10.099 7.940
F -15.858 -10.092 9.299
F -15.445 -9.351 7.292
F -15.484 -7.920 9.000

Atoms 1-2, force components in eV/Å:
0.832 -0.013 0.908
2.874 0.403 -0.626

These are the Mulliken partial charges, in e, on atoms 1 to 8: -1.464 0.723 -0.396 0.259 -0.270 0.467 -0.714 0.403


No. 2
This record from OMol25 describes a 11-piece molecular cluster, C46H110N4O11 overall in a non-equilibrium geometry. The level of theory is ωB97M-V/def2-TZVPD.

As for the energy above the lowest of the compared OMol25 structures with the same formula, charge and spin: 0.0 kcal per mole. The calculation puts the total energy at -2865.09313 Eh. As for the lowest unoccupied orbital energy: 0.4 eV. The value obtained for the HOMO-LUMO gap is 0.334 Eh.

Cartesian coordinates (Å):
C -11.803 -19.985 -4.968
C -12.233 -21.235 -4.162
C -13.732 -21.453 -4.541
C -11.378 -22.440 -4.335
C -11.530 -23.461 -3.232
C -11.127 -22.869 -1.878
C -12.123 -21.739 -1.574
C -13.489 -22.332 -1.238
C -11.642 -20.959 -0.353
N -12.041 -20.760 -2.755
O -13.087 -19.758 -2.506
H -12.454 -19.148 -4.713
H -10.809 -19.549 -4.589
H -11.827 -20.219 -6.024
H -14.407 -20.655 -4.195
H -13.743 -21.467 -5.640
H -14.122 -22.410 -4.140
H -11.580 -22.835 -5.304
H -10.312 -22.076 -4.336
H -12.531 -23.854 -3.129
H -10.881 -24.283 -3.523
H -10.096 -22.473 -1.987
H -11.152 -23.597 -1.072
H -14.094 -21.485 -0.918
H -13.329 -23.036 -0.427
H -13.941 -22.841 -2.077
H -12.519 -20.501 0.151
H -10.942 -20.246 -0.802
H -11.181 -21.581 0.449
H -12.565 -18.954 -2.450
C -5.763 -15.794 -6.276
C -6.571 -16.377 -7.411
C -6.157 -15.584 -8.657
C -6.275 -17.884 -7.680
C -7.076 -18.781 -6.723
C -8.569 -18.490 -6.930
C -8.942 -17.088 -6.546
C -10.342 -16.911 -7.162
C -8.941 -16.852 -5.029
N -8.038 -16.171 -7.312
O -8.317 -14.785 -6.903
H -5.855 -14.683 -6.172
H -6.005 -16.241 -5.352
H -4.690 -15.992 -6.467
H -5.097 -15.579 -8.853
H -6.726 -15.992 -9.466
H -6.467 -14.543 -8.541
H -6.652 -18.134 -8.677
H -5.187 -18.014 -7.685
H -6.813 -19.818 -6.912
H -6.757 -18.564 -5.702
H -9.180 -19.245 -6.398
H -8.818 -18.622 -8.022
H -11.042 -17.493 -6.565
H -10.325 -17.294 -8.172
H -10.584 -15.859 -7.071
H -8.071 -17.238 -4.486
H -9.832 -17.384 -4.633
H -9.164 -15.796 -4.860
H -7.986 -14.747 -5.990
C -10.167 -26.098 3.295
C -10.626 -25.239 2.143
C -11.350 -24.049 2.715
C -9.481 -24.858 1.201
C -9.074 -25.995 0.341
C -10.220 -26.578 -0.461
C -11.345 -27.010 0.492
C -12.583 -27.386 -0.348
C -10.981 -28.295 1.316
N -11.730 -25.831 1.259
O -12.669 -26.211 2.255
H -9.696 -25.451 4.044
H -10.952 -26.695 3.753
H -9.389 -26.766 2.940
H -10.698 -23.386 3.325
H -11.733 -23.434 1.891
H -12.159 -24.315 3.371
H -9.850 -24.000 0.599
H -8.651 -24.459 1.821
H -8.315 -25.615 -0.372
H -8.628 -26.771 0.983
H -9.985 -27.413 -1.142
H -10.599 -25.786 -1.094
H -12.270 -28.022 -1.185
H -13.082 -26.475 -0.743
H -13.299 -27.986 0.239
H -10.732 -29.036 0.552
H -11.872 -28.532 1.875
H -10.160 -28.259 2.061
H -13.498 -25.728 2.174
C -4.702 -26.422 -6.075
C -5.165 -27.187 -4.800
C -4.228 -28.421 -4.604
C -5.050 -26.097 -3.708
C -5.856 -26.393 -2.428
C -7.237 -26.711 -2.771
C -7.410 -27.839 -3.789
C -7.092 -29.240 -3.170
C -8.859 -27.850 -4.318
N -6.616 -27.445 -4.970
O -6.762 -28.519 -5.922
H -5.182 -25.465 -6.138
H -3.625 -26.243 -5.987
H -4.754 -26.989 -6.984
H -4.356 -29.003 -3.691
H -4.267 -29.142 -5.428
H -3.221 -28.067 -4.581
H -3.967 -26.026 -3.536
H -5.462 -25.159 -4.165
H -5.374 -27.243 -1.918
H -5.860 -25.561 -1.704
H -7.645 -25.808 -3.308
H -7.845 -26.963 -1.910
H -7.903 -29.702 -2.617
H -6.261 -29.187 -2.487
H -6.923 -29.989 -3.977
H -8.972 -28.574 -5.131
H -9.141 -26.869 -4.716
H -9.533 -28.120 -3.519
H -5.982 -29.069 -5.696
C -8.100 -16.646 -1.617
C -9.156 -17.456 -0.907
O -8.565 -18.483 -0.091
H -7.453 -17.339 -2.217
H -7.503 -16.175 -0.831
H -8.486 -15.930 -2.360
H -9.840 -17.908 -1.669
H -9.814 -16.771 -0.300
H -9.198 -18.755 0.595
C -8.433 -23.168 -6.445
C -8.022 -24.089 -5.352
O -6.879 -23.538 -4.698
H -7.598 -23.018 -7.102
H -8.639 -22.120 -6.113
H -9.206 -23.696 -7.010
H -7.648 -25.025 -5.749
H -8.773 -24.353 -4.615
H -7.118 -23.281 -3.762
C -4.616 -18.802 -1.340
C -5.054 -18.580 0.099
O -6.037 -19.492 0.470
H -5.435 -18.785 -2.054
H -4.135 -19.759 -1.414
H -3.968 -17.996 -1.707
H -5.242 -17.519 0.294
H -4.181 -18.718 0.736
H -6.920 -19.126 0.358
C -8.294 -20.654 2.450
C -9.588 -20.203 2.976
O -10.198 -19.388 1.966
H -8.510 -21.164 1.513
H -7.818 -21.397 3.102
H -7.633 -19.823 2.267
H -9.454 -19.626 3.917
H -10.283 -20.940 3.325
H -11.093 -19.687 1.823
C -7.778 -20.546 -3.228
C -6.867 -21.264 -2.233
O -7.372 -22.590 -2.188
H -7.571 -19.469 -3.406
H -8.789 -20.725 -2.901
H -7.635 -20.999 -4.186
H -6.875 -20.697 -1.290
H -5.843 -21.351 -2.503
H -7.276 -22.916 -1.290
O -3.937 -23.229 -1.700
H -4.433 -24.042 -1.546
H -4.176 -23.057 -2.608
O -6.096 -23.018 0.402
H -5.434 -22.498 -0.049
H -6.426 -22.384 1.079

Atoms 1-2, force components in eV/Å:
1.412 0.311 1.136
-1.520 2.204 1.146

These are the Mulliken partial charges, in e, on atoms 1 to 8: -1.845 1.226 -1.770 0.021 -1.431 0.457 1.488 -1.845